DFT (ωB97M-V with the def2-TZVPD basis set) results for an isolated molecule of C24H30N2O5S2.

Element x y z (Å)
C  5.23721  3.92397  0.00208
C  4.59550  3.22409  -1.18781
H  3.73778  3.80146  -1.54821
H  5.31580  3.08202  -1.99609
O  4.16150  1.90845  -0.84785
C  2.97313  1.79582  -0.24893
O  2.25535  2.76216  -0.02373
C  2.60587  0.43216  0.09464
C  1.37400  0.17262  0.67443
N  0.43197  1.12073  0.96995
C  -0.76861  0.79059  1.50600
O  -1.03124  -0.37101  1.76376
C  -1.73534  1.92747  1.80022
C  -3.12637  1.48692  1.31664
N  -3.12406  1.46728  -0.12175
S  -4.13434  0.34776  -0.84253
O  -5.36783  0.23027  -0.11391
O  -4.19386  0.67856  -2.23777
C  -3.16043  -1.12551  -0.60513
C  -1.99951  -1.26901  -1.33764
C  -1.20257  -2.37953  -1.13051
C  -1.55671  -3.33874  -0.18713
C  -2.73065  -3.17154  0.53835
C  -3.53560  -2.06643  0.33170
H  -4.45338  -1.91936  0.87925
H  -3.01063  -3.90973  1.27513
C  -0.67432  -4.51979  0.07136
H  -0.03483  -4.72458  -0.78369
H  -1.26544  -5.40542  0.29218
H  -0.04177  -4.31246  0.93482
H  -0.29216  -2.50160  -1.69958
H  -1.74390  -0.51190  -2.06224
C  -2.93254  2.76503  -0.72003
C  -1.54253  3.27274  -0.34138
C  -1.39510  3.28771  1.18186
H  -2.09936  4.01737  1.59049
H  -0.39293  3.61350  1.46769
H  -1.39739  4.27903  -0.73600
H  -0.79537  2.61963  -0.79199
H  -3.70030  3.47323  -0.37100
H  -3.03855  2.63851  -1.79738
H  -3.89606  2.17089  1.70306
H  -3.34451  0.47767  1.66667
H  -1.76594  2.02036  2.89266
H  0.72962  2.07050  0.73255
S  1.11172  -1.48698  1.00834
C  2.68843  -1.86770  0.35285
C  3.36296  -0.77234  -0.07943
C  4.73346  -0.86640  -0.67417
C  5.36116  -2.23064  -0.39117
C  4.36705  -3.35056  -0.68153
C  3.19676  -3.26808  0.29854
H  3.52806  -3.57607  1.29569
H  2.39561  -3.94641  -0.00061
H  3.99562  -3.24664  -1.70275
H  4.85384  -4.32315  -0.59461
H  5.65851  -2.28312  0.65810
H  6.25739  -2.35276  -1.00156
H  4.66042  -0.70407  -1.75359
H  5.36402  -0.07188  -0.27403
H  6.06199  3.33010  0.38893
H  5.61239  4.89567  -0.30558
H  4.50214  4.06401  0.79093

Cartesian forces, eV/Å:
C -0.21 -0.31 -0.18
C 0.06 0.64 -0.03
H 0.18 -0.12 -0.03
H -0.12 0.00 0.07
O -0.04 -0.29 0.07
C -0.25 0.06 0.07
O 0.17 0.16 -0.09
C -0.39 -0.13 0.18
C 0.26 -0.14 -0.02
N 0.16 0.38 -0.09
C -0.16 0.21 0.17
O -0.30 0.13 0.12
C -0.35 -0.02 -0.01
C 0.08 -0.24 0.62
N -0.44 -0.58 -0.43
S 0.20 0.16 0.11
O 0.27 -0.14 0.17
O 0.28 -0.01 0.02
C -0.44 0.37 0.04
C 0.14 -0.04 -0.15
C -0.18 0.09 -0.08
C -0.18 -0.03 -0.01
C 0.11 0.03 -0.10
C -0.21 0.08 0.05
H -0.09 -0.04 0.10
H -0.05 -0.08 0.07
C -0.02 0.07 0.02
H 0.08 -0.06 -0.04
H 0.01 -0.09 0.02
H 0.11 -0.08 0.07
H 0.08 -0.01 -0.06
H 0.14 0.05 -0.13
C 0.09 0.31 -0.58
C -0.28 0.03 0.11
C 0.12 -0.14 -0.12
H 0.06 0.03 0.06
H -0.02 0.07 0.07
H 0.03 0.00 -0.04
H 0.02 0.02 -0.09
H 0.03 -0.03 -0.04
H 0.03 0.21 0.04
H 0.06 -0.07 -0.02
H 0.04 0.12 0.21
H 0.01 -0.04 -0.08
H -0.19 -0.23 0.10
S 0.93 -0.13 -0.25
C -0.25 0.35 0.13
C -0.09 -0.16 0.01
C 0.23 -0.13 0.09
C -0.13 0.02 -0.26
C 0.07 -0.03 0.26
C 0.05 -0.15 -0.05
H -0.01 -0.10 -0.01
H 0.00 -0.09 0.02
H -0.02 -0.04 -0.08
H -0.03 -0.03 -0.06
H 0.07 -0.01 0.06
H 0.05 0.00 0.06
H 0.09 0.06 -0.02
H 0.00 -0.04 -0.09
H 0.10 -0.01 0.03
H 0.06 0.12 -0.01
H -0.02 0.05 0.06

Results
Molar mass in g mol⁻¹: 490.647
E_tot in eV: -60264.8924
E_LUMO in eV: 0.545
SMILES string: CCOC(=O)c1c(NC(=O)[C@H]2CCCN(S(=O)(=O)c3ccc(C)cc3)C2)sc2c1CCCC2

DFT (ωB97M-V with the def2-TZVPD basis set) results for a structure of composition C24H30N4NiO13PS.

Element x y z (Å)
Ni  -0.45358  -0.53792  -0.92048
O  -3.40993  -3.00776  -0.11524
C  -2.54604  -2.15805  0.03349
O  -1.57287  -1.98302  -0.79821
C  -2.58970  -1.30798  1.29006
C  -3.61047  -1.56136  2.18085
C  -3.70391  -0.87980  3.38887
C  -2.74355  0.04786  3.75183
C  -1.70893  0.27748  2.88140
C  -1.61627  -0.32455  1.58848
O  -0.70819  0.08935  0.78243
N  -0.63778  1.16088  3.33669
O  0.50133  0.84836  3.04939
O  -0.93403  2.13103  4.01603
N  -4.79780  -1.15664  4.30243
O  -5.65753  -1.94292  3.94877
O  -4.85901  -0.50573  5.33501
H  -4.33851  -2.31245  1.90897
H  -2.78990  0.56100  4.70023
C  4.14424  3.20853  4.98048
C  3.10613  2.92647  3.91954
O  3.71787  2.12812  2.88937
P  3.04529  2.26801  1.39201
O  3.62035  0.85757  0.80664
C  2.89251  -0.31583  1.24201
C  3.83710  -1.49366  1.22859
O  4.09644  3.26824  0.64625
C  5.51239  3.02733  0.71571
C  6.20600  4.28502  1.18880
H  3.70931  3.81270  5.77858
H  4.99396  3.74766  4.55819
H  4.51051  2.27725  5.41369
H  2.72479  3.86106  3.49697
H  2.25398  2.38194  4.32390
H  2.04165  -0.46796  0.57533
H  2.49251  -0.15362  2.24432
H  4.24671  -1.64998  0.23013
H  3.30642  -2.39870  1.52811
H  4.66600  -1.32829  1.91800
H  5.85027  2.74319  -0.28360
H  5.72060  2.19503  1.38744
H  5.99475  5.11961  0.51929
H  7.28672  4.13235  1.22295
H  5.86227  4.54931  2.18961
C  -4.25465  -4.43954  -6.58649
C  -3.38406  -3.43454  -5.88011
C  -3.63710  -2.06987  -5.97848
C  -2.83908  -1.14813  -5.31889
C  -1.77224  -1.58982  -4.55336
C  -1.50733  -2.94496  -4.43514
C  -2.31211  -3.85631  -5.10010
S  -0.77958  -0.38729  -3.70680
O  -0.00196  0.31815  -4.70115
O  0.05762  -1.19555  -2.74702
O  -1.70374  0.43356  -2.94510
H  -5.11596  -3.95784  -7.04909
H  -4.62329  -5.19268  -5.88809
H  -3.70130  -4.96184  -7.36988
H  -4.47832  -1.72410  -6.56838
H  -3.05085  -0.08870  -5.38297
H  -0.69842  -3.27183  -3.79725
H  -2.11505  -4.91729  -4.99323
C  2.69864  0.20448  -2.44311
C  1.72580  1.19413  -1.91615
N  0.66313  0.97227  -1.17022
C  0.09297  2.20215  -0.89407
C  0.83591  3.17517  -1.46489
N  1.87095  2.51939  -2.09877
H  2.33218  -0.80237  -2.26380
H  3.66512  0.34950  -1.95808
H  2.80973  0.32347  -3.52198
H  -0.79044  2.27493  -0.28895
H  0.74638  4.24544  -1.45469
H  2.60790  2.94123  -2.63346

Cartesian forces, eV/Å:
Ni 0.38 -0.72 -0.33
O -0.03 -0.05 0.03
C 0.05 -0.05 -0.12
O -0.10 0.07 0.21
C -0.11 -0.09 -0.05
C -0.04 -0.05 0.04
C 0.19 -0.13 -0.01
C 0.01 -0.03 0.08
C 0.03 0.02 -0.04
C 0.15 0.20 0.09
O -0.16 -0.22 0.13
N -0.07 -0.10 -0.06
O 0.03 0.13 0.18
O 0.01 -0.02 -0.02
N -0.47 0.64 -0.39
O 0.14 -0.25 0.13
O 0.16 -0.21 0.17
H 0.00 0.00 0.01
H 0.00 0.00 0.00
C -0.01 0.00 0.03
C 0.11 -0.06 -0.08
O -0.12 0.13 0.08
P -0.12 0.15 -0.11
O -0.10 -0.08 0.04
C 0.07 -0.02 0.00
C 0.01 0.02 -0.02
O 0.20 -0.17 0.04
C -0.05 0.05 -0.06
C 0.01 0.00 0.00
H 0.01 0.00 0.01
H -0.01 0.00 0.00
H 0.00 0.00 -0.01
H 0.02 0.01 -0.01
H -0.04 -0.03 0.03
H 0.01 0.00 0.00
H 0.06 -0.02 -0.03
H 0.00 0.00 -0.03
H 0.00 0.00 0.00
H -0.01 0.00 0.01
H -0.01 0.00 0.00
H -0.02 -0.01 0.01
H -0.01 0.00 0.01
H 0.00 0.00 0.00
H 0.00 0.01 -0.01
C -0.01 0.00 0.01
C 0.00 -0.01 -0.01
C 0.02 0.00 0.02
C -0.01 0.02 -0.06
C 0.14 -0.07 0.01
C -0.03 0.02 0.03
C 0.00 -0.01 0.00
S -0.27 0.00 0.45
O 0.19 -0.24 0.04
O -0.25 0.43 -0.07
O -0.15 0.16 -0.26
H 0.00 0.00 0.00
H 0.00 0.00 -0.01
H 0.01 0.00 0.00
H 0.00 0.00 0.00
H 0.01 0.00 0.01
H 0.00 0.00 0.00
H 0.00 0.00 0.00
C -0.04 -0.06 -0.06
C 0.22 -0.07 0.09
N -0.13 0.57 -0.26
C 0.13 0.03 0.08
C 0.04 -0.05 0.04
N -0.05 0.08 -0.03
H 0.03 0.05 0.04
H 0.02 -0.03 0.04
H -0.03 0.00 0.00
H -0.03 0.02 -0.03
H -0.01 0.00 -0.03
H 0.03 0.01 0.04

Results
Molar mass in g mol⁻¹: 704.253
E_tot in eV: -119121.1881
E_LUMO (spin up / spin down) in eV: 2.211 / 2.211
Net charge: -1
Energy above the lowest of the compared OMol25 structures with the same formula, charge and spin in kJ/mol: 0.0

DFT (ωB97M-V with the def2-TZVPD basis set) results for a structure of composition C24H30N4O3PSW at a distorted geometry.

Element x y z (Å)
W  0.49270  1.40414  0.09808
C  1.31722  1.03195  -2.86744
C  1.76743  2.46186  -2.63236
N  1.08046  2.98040  -1.41536
C  1.86701  4.01510  -0.68323
C  3.14882  3.45262  -0.07074
S  2.99246  1.73615  0.56857
C  3.77736  0.70955  -0.73974
C  2.80586  -0.30299  -1.32683
N  1.44332  0.22948  -1.61343
H  1.89162  0.58450  -3.68024
H  0.26215  1.02199  -3.14986
H  1.52997  3.07447  -3.50208
H  2.84316  2.51196  -2.49244
H  0.22694  3.43287  -1.74002
H  1.23423  4.42960  0.10045
H  2.13516  4.83777  -1.35081
H  3.43599  4.06106  0.78636
H  3.99674  3.45447  -0.75376
H  4.59802  0.18107  -0.25641
H  4.21039  1.38060  -1.47639
H  2.67071  -1.12674  -0.62388
H  3.24620  -0.71387  -2.23857
H  0.90314  -0.62028  -1.78675
N  0.76047  0.69345  2.30276
C  -0.41149  0.07573  2.93148
C  -0.60985  0.17218  4.29595
C  -1.71780  -0.44512  4.86143
C  -2.60648  -1.15310  4.06397
C  -2.40633  -1.23776  2.69414
C  -1.29745  -0.62202  2.11983
P  -0.95853  -0.62263  0.33547
C  -2.54634  -0.97201  -0.46454
C  -3.42526  0.02541  -0.88912
C  -4.68643  -0.32229  -1.35003
C  -5.07531  -1.65290  -1.38891
C  -4.20111  -2.64762  -0.96814
C  -2.93827  -2.31715  -0.50879
C  0.08271  -2.06760  -0.02938
C  0.11430  -2.55298  -1.34489
C  0.92417  -3.63257  -1.66353
C  1.70133  -4.23319  -0.67754
C  1.66267  -3.76076  0.62742
C  0.85948  -2.67607  0.95556
H  1.56812  0.08894  2.44895
H  0.96805  1.54745  2.82154
H  0.08551  0.72205  4.92078
H  -1.88685  -0.36345  5.92662
H  -3.46910  -1.63177  4.50728
H  -3.11654  -1.77049  2.07779
H  -3.14142  1.06420  -0.87141
H  -5.36545  0.45357  -1.67681
H  -6.06020  -1.91783  -1.74974
H  -4.49908  -3.68715  -0.99748
H  -2.26998  -3.10115  -0.17820
H  -0.53941  -2.12531  -2.10028
H  0.92504  -4.02704  -2.67154
H  2.32106  -5.08466  -0.92594
H  2.24570  -4.25158  1.39576
H  0.80008  -2.33987  1.98538
O  -2.33559  3.85372  0.71868
N  -1.47519  3.09010  0.52438
O  -0.44720  2.90650  1.29345
O  -1.40913  2.29504  -0.50544

Cartesian forces, eV/Å:
W -0.05 0.66 0.21
C 0.10 0.29 0.00
C 0.03 -0.35 -0.13
N 0.01 -0.08 0.22
C 0.21 0.14 0.03
C 0.02 0.06 0.09
S -0.20 0.05 -0.28
C -0.10 -0.06 0.06
C 0.19 0.05 0.13
N -0.21 0.30 0.12
H -0.03 -0.08 0.02
H 0.00 -0.05 -0.03
H -0.01 0.07 0.05
H -0.01 0.08 0.05
H -0.10 0.00 0.08
H -0.05 -0.02 -0.02
H -0.05 -0.02 -0.04
H 0.03 0.01 -0.02
H -0.01 -0.06 -0.01
H 0.03 0.03 -0.01
H 0.00 0.03 0.02
H -0.05 -0.03 -0.03
H -0.06 -0.04 -0.01
H -0.06 0.00 0.15
N -0.24 0.13 -0.75
C -0.30 -0.18 0.09
C 0.19 0.10 -0.01
C -0.02 -0.01 -0.03
C -0.02 -0.02 0.00
C -0.01 -0.03 -0.03
C 0.25 0.31 -0.21
P -0.62 -1.15 0.46
C 0.25 0.25 -0.15
C -0.02 -0.03 -0.02
C 0.02 0.06 0.01
C -0.01 -0.01 -0.01
C 0.01 -0.04 0.01
C 0.06 0.03 0.02
C -0.04 0.18 -0.04
C 0.04 -0.05 0.09
C -0.02 0.02 -0.05
C 0.01 0.01 0.02
C 0.09 -0.05 0.02
C -0.07 0.12 0.00
H 0.08 -0.05 -0.07
H 0.07 0.09 -0.02
H -0.02 -0.01 0.00
H 0.00 -0.01 0.00
H 0.00 0.01 0.00
H -0.03 0.00 -0.03
H -0.06 0.00 0.02
H 0.00 -0.01 -0.01
H 0.00 0.00 0.00
H -0.02 0.01 0.00
H -0.03 -0.03 -0.01
H -0.03 -0.06 -0.02
H 0.01 0.01 0.01
H -0.01 -0.01 0.01
H -0.01 0.01 0.00
H 0.00 -0.05 0.00
O 0.23 -0.19 -0.03
N -0.38 0.22 -0.01
O 0.47 -0.13 0.06
O 0.55 -0.39 0.02

Results
Molar mass in g mol⁻¹: 669.410
E_tot in eV: -59399.6908
E_LUMO (spin up / spin down) in eV: -10.099 / -10.831
2S+1: 3
Net charge: +3

DFT (ωB97M-V with the def2-TZVPD basis set) results for a structure of composition C24H30N4O5S at a distorted geometry.

Element x y z (Å)
C  2.58769  -3.35886  2.33663
H  2.47079  -3.86334  1.25821
O  2.20021  -2.14441  2.25330
C  0.82645  -1.66551  2.19811
C  0.32399  -0.44190  2.81178
C  -0.82057  0.05155  2.96862
C  -1.77714  -0.54607  2.32975
C  -1.37584  -1.82814  1.31732
C  -0.04767  -2.28306  1.34223
O  0.26822  -3.39476  0.70453
C  -0.44292  -4.23308  0.03354
H  -1.01438  -3.58605  -0.88242
H  -0.27490  -4.92543  -0.47287
H  -1.32568  -4.61380  0.77530
H  -2.16432  -2.31842  0.72796
C  -3.11400  -0.07325  2.17054
H  -3.69025  0.14342  3.11733
H  -3.81026  -0.82803  1.66434
C  -3.13594  0.98136  1.14790
N  -2.40604  0.93212  0.05477
C  -3.10673  0.99954  -1.33662
O  -4.10909  1.32161  -1.25038
C  -2.11446  0.47156  -2.35638
H  -1.08483  0.85280  -2.03156
H  -2.45138  0.91574  -3.56948
C  -2.35175  -1.07784  -2.55432
H  -2.64730  -1.35172  -1.55151
H  -3.07432  -1.36670  -3.22420
C  -1.02498  -1.51323  -3.04810
N  -0.01386  -1.50068  -2.11436
C  1.38397  -1.77836  -2.56775
O  1.68916  -2.04661  -3.71069
C  2.27864  -1.45431  -1.30695
N  2.41935  0.10669  -1.22588
C  3.60282  0.60486  -1.76149
N  4.12487  1.63173  -1.71408
C  3.10039  2.56427  -1.23731
C  2.01744  2.19667  -0.20150
C  1.32203  3.26231  0.18856
C  2.12542  4.47702  0.09491
S  3.33964  4.27219  -0.70593
C  1.72073  5.87149  0.75990
H  1.54496  5.88965  1.66364
H  2.16597  6.66671  0.26031
H  0.64410  6.10255  0.10333
C  -0.14930  3.02862  0.94576
H  -0.18788  2.12202  1.42817
H  -0.26716  3.84329  1.78994
H  -0.81357  3.16751  0.14490
C  1.70197  0.88830  -0.54563
O  0.52690  0.27294  -0.22449
H  4.30394  -0.19653  -2.33514
H  3.13246  -2.11574  -1.58216
H  1.72521  -1.75514  -0.27751
H  -0.27851  -1.12538  -1.15469
H  -0.68324  -1.17484  -3.87667
H  -1.27021  -2.61099  -3.45732
H  -1.44507  0.73384  0.03943
H  -4.11214  1.35649  0.99577
H  -2.69535  1.83498  2.06995
H  -1.16248  0.81294  3.42284
H  1.25338  -0.04365  3.60962
H  1.93802  -3.96749  2.85056
H  3.70479  -3.19348  2.69767

Cartesian forces, eV/Å:
C 3.89 -4.14 -3.20
H 1.24 0.54 1.82
O -4.23 9.10 0.07
C 0.88 1.48 0.64
C 14.41 -4.18 3.01
C -3.15 -1.54 -1.73
C -1.37 -7.80 -6.38
C -0.65 3.65 3.31
C -4.46 -0.01 0.13
O 6.61 0.43 1.04
C -12.47 10.73 5.08
H 0.65 -1.39 2.16
H 5.55 -11.09 -7.06
H 1.37 0.63 -1.75
H 0.45 0.39 0.48
C -4.23 -3.15 -0.40
H 0.90 0.42 -0.93
H 1.09 -0.21 0.97
C 0.31 5.10 6.46
N 0.73 -0.60 -5.52
C 18.63 -5.27 2.97
O -18.64 5.60 -1.21
C -2.30 2.12 -4.10
H -1.36 -1.09 -0.76
H 1.30 -0.72 3.81
C 2.65 3.46 2.14
H 0.35 -1.23 0.25
H -1.92 0.00 -1.53
C -3.28 -7.22 2.51
N 3.55 -0.79 0.78
C -4.35 2.24 2.70
O -0.01 0.02 1.43
C -2.22 -0.20 0.47
N 5.82 -4.16 -3.59
C -0.15 -13.78 -2.76
N 1.19 12.88 1.01
C 0.61 1.99 4.86
C 3.90 0.01 -6.23
C -2.74 1.95 4.48
C -10.44 0.81 6.87
S 9.89 -2.38 -7.41
C -2.69 -2.44 -12.96
H -1.38 0.12 9.01
H 1.90 1.38 0.02
H 2.28 -0.86 2.35
C 3.79 4.84 0.32
H -0.02 -2.20 0.55
H 0.06 -1.35 -1.90
H -1.45 -0.01 -0.55
C -10.57 -3.47 4.17
O 3.41 3.25 0.22
H -2.11 1.00 1.52
H 0.52 1.60 1.04
H 1.56 0.64 -2.78
H 1.51 -0.65 -1.55
H 1.57 3.38 -5.69
H 0.76 1.21 0.98
H 1.46 -0.45 0.47
H -1.11 0.22 -0.48
H -0.73 -0.52 -2.79
H -1.12 5.79 3.99
H -2.52 -0.79 -2.51
H -0.97 -1.65 2.28
H -2.14 -1.63 -0.58

Results
Molar mass in g mol⁻¹: 486.594
E_tot in eV: -52387.6626
E_LUMO in eV: -0.183
Energy above the lowest of the compared OMol25 structures with the same formula, charge and spin in kJ/mol: 2257.0